P | The following is a quantum chemistry calculation of 2 unconnected molecules or ions with the total composition C4H14N2O2, from the OMol25 dataset.

Positions of all 22 atoms, in Å:
O: -2.64 -1.71 0.51
O: 2.79 1.04 1.52
N: -0.27 2.64 -0.94
N: 1.00 -1.26 0.45
C: 0.17 1.22 -1.08
C: -1.26 -1.93 0.73
C: -0.32 -1.15 -0.19
C: -0.80 0.30 -0.36
H: -1.29 2.69 -0.91
H: -1.05 0.77 0.60
H: -1.03 -2.99 0.60
H: 0.28 0.90 -2.11
H: -1.74 0.27 -0.93
H: 3.11 0.36 0.92
H: 3.44 1.00 2.24
H: -2.92 -1.40 -0.35
H: 1.70 -0.99 -0.23
H: 1.13 1.23 -0.60
H: -0.25 -1.67 -1.14
H: 0.00 3.10 -1.80
H: 1.03 -0.74 1.31
H: -1.08 -1.68 1.78

Summary:
Structure (SMILES) = NCC[C@@H](N)CO.O
Charge = 0
Frontier orbital gap = 9.922 eV
Lowest unoccupied orbital energy = 0.0264 hartree

Q | The following is a quantum chemistry calculation of 2 unconnected molecules or ions with the total composition C4H14N2O2, from the OMol25 dataset.

Positions of all 22 atoms, in Å:
O: 1.23 2.33 -1.04
O: -1.24 0.20 -2.06
N: -0.64 1.37 1.87
N: 0.01 -1.53 -0.63
C: 0.77 -1.38 1.67
C: -0.96 0.24 0.99
C: -0.37 -0.92 -1.95
C: 0.29 -0.60 0.49
H: 0.03 -2.16 1.93
H: -0.42 2.15 1.27
H: 1.70 -1.94 1.45
H: -1.68 -0.50 1.38
H: 1.72 3.03 -1.50
H: -1.37 0.71 0.11
H: 0.47 -0.61 -2.57
H: 0.95 -1.79 -0.91
H: 0.42 2.28 -1.56
H: 0.18 1.17 2.44
H: -2.11 0.06 -1.65
H: 1.02 -0.69 2.48
H: 0.89 0.30 0.28
H: -0.87 -1.73 -2.51

Summary:
Structure (SMILES) = C[C@H](CN)NCO.O
Charge = 0
Frontier orbital gap = 9.626 eV
Lowest unoccupied orbital energy = 0.0217 hartree

R | The following is a quantum chemistry calculation of 2 unconnected molecules or ions with the total composition C4H14N2O2, from the OMol25 dataset.

Positions of all 22 atoms, in Å:
O: 0.82 -1.78 1.87
O: -0.12 1.31 2.22
N: -1.05 0.06 -0.31
N: 1.69 -1.30 -1.02
C: 0.91 -0.54 -1.95
C: -0.68 1.45 -0.08
C: -0.62 -0.44 -1.63
C: -1.07 1.91 1.32
H: 1.71 -0.90 -0.08
H: 0.94 -0.96 -2.96
H: 0.61 -2.57 2.38
H: -0.30 0.37 2.30
H: 0.40 1.61 -0.26
H: 1.09 -1.17 2.56
H: -2.11 1.58 1.50
H: -1.07 2.07 -0.88
H: -0.92 2.98 1.50
H: -1.14 0.12 -2.39
H: -0.74 -0.54 0.44
H: -1.04 -1.47 -1.67
H: 1.41 -2.26 -0.86
H: 1.28 0.49 -2.00

Summary:
Structure (SMILES) = NCCNCCO.O
Charge = 0
Frontier orbital gap = 8.590 eV
Lowest unoccupied orbital energy = 0.0118 hartree

The data favor P; the next most stable structure lies 0.0051 hartree above it.